Computed, not measured: 17 unconnected molecules or ions with the total composition C24H11Cl65F3NO4, with wB97M-V/def2-TZVPD.

Last column: Mulliken charge in e.
CARTESIAN COORDINATES (ANGSTROEM)
C1 -5.646 -3.231 2.353  -0.75
O1 -4.689 -2.197 2.379  -0.35
C2 -4.299 -1.845 3.685  -1.33
C3 -3.564 -0.516 3.657  1.46
Cl1 -4.712 0.799 3.966  -0.25
O2 -2.542 -0.564 4.639  -0.12
C4 -1.682 0.473 4.296  0.02
O3 -0.874 0.961 5.053  -0.59
O4 -1.923 0.839 3.016  -0.53
C5 -2.691 -0.254 2.446  1.48
N1 -1.692 -1.286 2.268  -0.77
C6 -3.410 0.107 1.154  -1.45
C7 -3.136 1.531 0.672  -1.08
C8 -2.015 1.596 -0.310  0.80
F1 -1.023 0.728 -0.023  -0.20
F2 -2.436 1.294 -1.540  -0.24
F3 -1.463 2.808 -0.352  -0.25
H1 -5.314 -4.034 1.710  0.33
H2 -6.579 -2.870 1.945  0.10
H3 -5.837 -3.640 3.338  0.39
H4 -5.181 -1.724 4.303  0.57
H5 -3.702 -2.610 4.158  0.33
H6 -0.901 -0.874 1.797  0.28
H7 -2.052 -2.053 1.717  0.28
H8 -3.117 -0.599 0.399  0.49
H9 -4.473 -0.004 1.275  0.56
H10 -2.973 2.220 1.483  0.43
H11 -4.009 1.869 0.134  0.47
C9 -3.062 -4.196 7.499  0.29
Cl2 -2.261 -5.633 6.857  -0.01
Cl3 -2.446 -2.763 6.681  -0.02
Cl4 -4.807 -4.322 7.221  -0.12
Cl5 -2.752 -4.073 9.233  -0.11
C10 2.712 1.163 0.529  0.03
Cl6 1.482 1.060 1.793  -0.01
Cl7 2.219 2.350 -0.684  0.16
Cl8 4.238 1.671 1.249  -0.04
Cl9 2.912 -0.432 -0.214  -0.09
C11 3.228 1.818 -4.778  0.01
Cl10 4.940 2.193 -4.958  -0.04
Cl11 2.329 3.311 -4.468  0.07
Cl12 2.613 1.082 -6.260  0.04
Cl13 2.996 0.720 -3.419  0.05
C12 1.251 -3.241 -3.474  0.25
Cl14 0.975 -4.663 -4.485  -0.11
Cl15 0.147 -3.273 -2.095  -0.06
Cl16 2.920 -3.252 -2.889  -0.10
Cl17 0.974 -1.778 -4.416  -0.01
C13 0.513 -8.533 6.751  0.31
Cl18 -0.182 -9.650 7.927  -0.09
Cl19 -0.708 -8.133 5.531  -0.12
Cl20 1.035 -7.061 7.572  -0.08
Cl21 1.896 -9.290 5.960  -0.02
C14 1.461 6.564 -1.257  0.13
Cl22 -0.300 6.680 -1.203  -0.10
Cl23 2.107 6.130 0.338  0.03
Cl24 1.867 5.274 -2.391  -0.02
Cl25 2.147 8.095 -1.799  -0.09
C15 -8.227 -2.536 -1.234  0.32
Cl26 -8.612 -3.397 0.257  -0.05
Cl27 -6.488 -2.224 -1.294  -0.05
Cl28 -8.698 -3.523 -2.621  -0.11
Cl29 -9.102 -1.004 -1.276  -0.10
C16 7.280 5.313 -5.888  0.33
Cl30 5.533 5.436 -5.692  -0.01
Cl31 8.024 4.955 -4.328  -0.09
Cl32 7.646 4.007 -7.026  -0.09
Cl33 7.921 6.831 -6.519  -0.11
C17 8.972 4.283 -11.464  0.29
Cl34 8.326 4.279 -9.816  -0.01
Cl35 10.258 3.078 -11.594  -0.10
Cl36 7.683 3.893 -12.608  -0.10
Cl37 9.624 5.881 -11.833  -0.10
C18 3.125 0.775 6.907  0.28
Cl38 3.127 -0.987 7.033  -0.10
Cl39 2.923 1.243 5.219  0.02
Cl40 1.798 1.433 7.865  -0.09
Cl41 4.662 1.411 7.510  -0.12
C19 1.115 1.153 -9.897  0.30
Cl42 1.087 2.658 -8.974  -0.05
Cl43 -0.017 1.269 -11.245  -0.10
Cl44 2.745 0.875 -10.515  -0.09
Cl45 0.647 -0.194 -8.851  -0.09
C20 3.928 -11.449 2.787  0.37
Cl46 2.369 -10.648 2.578  -0.09
Cl47 5.005 -10.997 1.464  -0.09
Cl48 4.647 -10.951 4.324  -0.10
Cl49 3.696 -13.198 2.788  -0.09
C21 1.913 10.706 2.154  0.29
Cl50 2.493 11.708 0.818  -0.11
Cl51 0.344 11.307 2.700  -0.11
Cl52 1.752 9.038 1.605  0.00
Cl53 3.069 10.779 3.487  -0.10
C22 -1.796 3.254 -4.777  0.05
Cl54 -3.435 3.689 -5.277  -0.11
Cl55 -0.686 3.484 -6.135  0.00
Cl56 -1.297 4.288 -3.433  0.05
Cl57 -1.763 1.566 -4.276  -0.05
C23 -9.917 -7.260 1.036  0.32
Cl58 -9.746 -9.015 0.964  -0.10
Cl59 -9.857 -6.590 -0.595  -0.06
Cl60 -11.460 -6.846 1.787  -0.09
Cl61 -8.597 -6.582 2.000  -0.08
C24 5.911 4.868 3.002  0.18
Cl62 5.162 3.717 4.107  -0.01
Cl63 4.678 5.558 1.938  -0.01
Cl64 6.688 6.162 3.919  -0.11
Cl65 7.124 4.030 2.026  -0.10

E_HOMO	-10.32	eV
charge	0
HOMO-LUMO gap	0.374	Ha
LUMO level	-0.0054	Ha


Computed, not measured: 8 unconnected molecules or ions with the total composition C30H43FO24, with wB97M-V/def2-TZVPD.

Last column: Mulliken charge in e.
CARTESIAN COORDINATES (ANGSTROEM)
O1 12.843 -0.938 -16.612  -0.67
C1 14.081 -0.870 -16.497  0.43
O2 14.682 0.148 -15.760  -0.35
C2 16.055 -0.154 -15.562  0.65
C3 16.300 -1.037 -16.702  0.13
F1 17.202 -1.851 -16.284  -0.16
O3 15.035 -1.690 -17.017  -0.19
H1 16.599 0.787 -15.645  0.26
H2 16.190 -0.662 -14.607  -0.05
H3 16.766 -0.580 -17.575  -0.13
C4 20.081 -3.069 -17.007  -1.09
C5 21.514 -2.979 -16.416  0.22
C6 22.673 -3.258 -17.372  -0.53
O4 23.516 -2.131 -17.257  -0.36
C7 22.889 -1.207 -16.483  0.51
O5 23.397 -0.138 -16.212  -0.54
O6 21.711 -1.658 -16.056  -0.03
H4 19.878 -4.101 -17.295  0.53
H5 20.009 -2.470 -17.915  0.38
H6 19.326 -2.876 -16.245  0.06
H7 21.710 -3.636 -15.569  0.25
H8 22.236 -3.482 -18.345  0.26
H9 23.200 -4.174 -17.105  0.36
C8 13.930 -2.974 -13.219  -1.53
C9 15.095 -3.938 -13.697  1.58
C10 15.526 -4.970 -12.672  -0.37
O7 15.178 -6.202 -13.193  -0.32
C11 14.598 -6.091 -14.366  0.55
O8 14.443 -7.082 -15.138  -0.62
O9 14.623 -4.805 -14.751  -0.35
H10 14.210 -2.143 -12.573  0.34
H11 13.253 -3.557 -12.595  0.52
H12 13.271 -2.589 -13.998  0.28
H13 15.989 -3.432 -14.061  -0.66
H14 15.022 -4.743 -11.733  0.33
H15 16.572 -4.831 -12.397  0.22
C12 14.561 2.506 -10.599  -1.38
C13 13.780 2.682 -11.914  0.63
C14 13.447 1.371 -12.637  0.09
O10 12.044 1.338 -12.772  -0.21
C15 11.528 2.368 -12.157  0.59
O11 10.368 2.690 -12.092  -0.58
O12 12.481 3.054 -11.565  -0.37
H16 14.705 3.489 -10.152  0.36
H17 15.533 2.034 -10.743  0.29
H18 14.110 1.833 -9.870  0.39
H19 14.269 3.356 -12.618  0.29
H20 13.873 0.512 -12.118  -0.03
H21 13.963 1.189 -13.580  -0.09
C16 18.270 -1.986 -12.302  -1.32
C17 19.264 -0.851 -12.352  0.64
C18 20.466 -1.112 -13.146  -0.20
O13 20.660 0.053 -13.857  -0.25
C19 19.585 0.843 -13.805  0.60
O14 19.529 1.989 -14.264  -0.60
O15 18.683 0.252 -12.987  -0.30
H22 18.709 -2.822 -11.756  0.48
H23 18.067 -2.462 -13.262  -0.03
H24 17.287 -1.857 -11.850  0.47
H25 19.395 -0.593 -11.301  0.20
H26 20.372 -1.932 -13.858  -0.01
H27 21.300 -1.293 -12.468  0.35
C20 9.305 -2.015 -15.112  -1.45
C21 9.507 -0.773 -16.020  0.73
C22 8.259 -0.328 -16.698  -0.42
O16 8.107 1.044 -16.437  -0.34
C23 9.169 1.463 -15.666  0.55
O17 9.407 2.608 -15.260  -0.53
O18 9.857 0.343 -15.224  -0.22
H28 8.289 -2.086 -14.724  0.44
H29 10.094 -2.084 -14.363  0.23
H30 9.420 -2.880 -15.766  0.41
H31 10.413 -0.930 -16.606  0.12
H32 7.395 -0.908 -16.374  0.26
H33 8.309 -0.456 -17.779  0.28
C24 19.314 0.690 -17.922  -0.54
C25 19.206 2.209 -17.887  0.35
C26 19.472 2.908 -19.212  -0.51
O19 18.521 3.952 -19.251  -0.32
C27 17.512 3.643 -18.498  0.56
O20 16.538 4.359 -18.282  -0.59
O21 17.835 2.553 -17.725  -0.25
H34 18.978 0.292 -16.965  -0.31
H35 20.345 0.337 -17.958  0.33
H36 18.690 0.313 -18.732  0.24
H37 19.861 2.568 -17.092  0.33
H38 19.408 2.129 -19.971  0.30
H39 20.496 3.275 -19.134  0.38
O22 16.103 -0.723 -20.559  -0.55
C28 16.481 -1.841 -20.305  0.62
O23 17.470 -2.151 -19.461  -0.11
C29 17.722 -3.517 -19.439  -0.15
C30 16.547 -4.147 -20.150  -0.35
O24 16.004 -2.985 -20.856  -0.39
H40 18.583 -3.830 -20.028  0.30
H41 17.865 -3.824 -18.403  0.10
H42 15.822 -4.502 -19.418  0.24
H43 16.899 -4.835 -20.918  0.32

structure (SMILES)	O=C1OC[C@@H](F)O1.C[C@H]1COC(=O)O1.C[C@H]1COC(=O)O1.C[C@H]1COC(=O)O1.C[C@H]1COC(=O)O1.C[C@H]1COC(=O)O1.C[C@H]1COC(=O)O1.O=C1OCCO1
E_HOMO	-10.15	eV
charge	0
HOMO-LUMO gap	0.355	Ha
LUMO level	-0.0178	Ha


- Which of these has the highest HOMO-LUMO gap?
  C24H11Cl65F3NO4


- What is the LUMO level in the second record?
  -0.0178 Ha